A 2-piece molecular cluster, C29H54NO4P2 overall. Source: the OMol25 dataset; level of theory: wB97M-V/def2-TZVPD.

XYZ file:
```
90
C29H54NO4P2 | the OMol25 dataset | wB97M-V/def2-TZVPD
N -1.000 -1.662 3.161
C -1.421 -2.235 1.888
C -1.760 -3.736 1.869
C -1.651 -4.322 0.443
C -0.667 -5.473 0.295
C -1.230 -6.727 -0.366
O -2.372 -7.069 -0.478
O -0.189 -7.469 -0.855
C 1.041 -6.826 -0.463
P 2.558 -7.524 -1.338
O 3.271 -6.134 -1.830
O 3.405 -7.862 0.019
C 0.667 -5.342 -0.489
C 0.480 -4.727 -1.870
C 0.520 -5.444 -3.061
C 0.370 -4.803 -4.279
C 0.178 -3.432 -4.339
C 0.131 -2.707 -3.159
C 0.282 -3.353 -1.945
H -0.177 -2.139 3.507
H -1.718 -1.767 3.867
H -0.598 -2.073 1.185
H -2.277 -1.662 1.526
H -2.768 -3.878 2.262
H -1.091 -4.239 2.571
H -1.381 -3.501 -0.212
H -2.630 -4.699 0.148
H -0.356 -5.826 1.286
H 1.197 -7.108 0.586
H 2.843 -5.314 -1.566
H 3.161 -7.355 0.800
H 1.401 -4.722 0.035
H 0.650 -6.517 -3.071
H 0.412 -5.377 -5.194
H 0.076 -2.939 -5.296
H -0.023 -1.636 -3.194
H 0.273 -2.748 -1.048
C 0.821 7.240 1.202
C 1.021 5.993 2.058
C 1.954 4.968 1.414
C 1.356 4.203 0.222
P 0.321 2.778 0.595
C 1.228 1.721 1.747
C 2.708 1.398 1.480
C 3.009 0.376 0.379
C 2.160 -0.884 0.472
C 0.096 1.830 -0.920
C -0.479 2.480 -2.193
C -2.003 2.526 -2.346
C -2.726 1.253 -1.920
C -1.202 3.095 1.515
C -2.436 3.761 0.893
C -2.244 5.160 0.293
C -2.610 6.279 1.267
H 0.407 7.005 0.219
H 0.136 7.936 1.686
H 1.769 7.759 1.051
H 0.052 5.545 2.286
H 1.449 6.289 3.018
H 2.302 4.261 2.171
H 2.845 5.486 1.055
H 2.174 3.782 -0.375
H 0.836 4.882 -0.456
H 0.642 0.807 1.872
H 1.163 2.232 2.713
H 3.103 1.011 2.421
H 3.269 2.313 1.277
H 4.065 0.111 0.460
H 2.903 0.821 -0.614
H 2.249 -1.343 1.460
H 2.475 -1.618 -0.270
H 1.104 -0.676 0.292
H -0.417 0.899 -0.669
H 1.119 1.533 -1.166
H -0.080 1.904 -3.030
H -0.071 3.488 -2.310
H -2.217 2.714 -3.399
H -2.412 3.388 -1.817
H -2.372 0.387 -2.483
H -3.797 1.347 -2.098
H -2.599 1.037 -0.857
H -0.906 3.621 2.427
H -1.501 2.098 1.858
H -3.190 3.814 1.681
H -2.855 3.085 0.149
H -2.878 5.256 -0.590
H -1.219 5.298 -0.058
H -3.676 6.248 1.493
H -2.389 7.257 0.842
H -2.067 6.192 2.210
```

Values from the calculation:
Calculated total energy ... -59203.031 eV
HOMO ... -11.15 eV
2S+1 ... 1
Net charge ... +1
Largest force on an atom ... 0.62 eV/Å
HOMO-LUMO gap ... 9.076 eV
LUMO level ... -0.07618 hartree